Record 1
DFT (ωB97M-V with the def2-TZVPD basis set) results for a 2-piece molecular cluster, C4H12 overall in a non-equilibrium geometry.

Summary:
Orbital gap (eV): 12.59
HOMO energy (Eh): -0.4205
ΔE to the lowest compared entry with this formula, charge and spin (kJ/mol): 127.9
LUMO energy (eV): 1.1
SMILES: CC.CC
Electronic energy (eV): -4341.20297

Positions of all 16 atoms, in Å:
C: -1.43766 1.17694 0.97841
C: -1.70782 -0.37180 1.44102
H: -0.91122 1.75931 1.65112
H: -0.82557 1.16155 0.11274
H: -2.36480 1.59206 0.81655
H: -0.79291 -0.93958 1.51837
H: -2.25200 -0.97249 0.69730
H: -2.00260 -0.42181 2.56998
C: 1.40504 0.37553 -1.40543
C: 1.69227 -1.11108 -1.01764
H: 0.38433 0.28160 -1.87524
H: 1.30573 1.22786 -0.62555
H: 2.11398 0.85109 -2.18379
H: 2.11289 -1.12460 -0.03612
H: 2.49513 -1.70669 -1.65545
H: 0.78520 -1.77788 -0.98628

---

Record 2
DFT (ωB97M-V with the def2-TZVPD basis set) results for a 2-piece molecular cluster, C4H12 overall in a non-equilibrium geometry.

Summary:
Orbital gap (eV): 12.45
HOMO energy (Eh): -0.4170
ΔE to the lowest compared entry with this formula, charge and spin (kJ/mol): 46.7
LUMO energy (eV): 1.1
SMILES: CC.CC
Electronic energy (eV): -4342.04388

Positions of all 16 atoms, in Å:
C: -0.84975 2.45634 -0.57989
C: 0.48284 2.35821 0.19515
H: -0.67007 2.77784 -1.59650
H: -1.29239 1.46484 -0.50802
H: -1.53295 3.08529 0.00340
H: 1.23835 1.77482 -0.32621
H: 0.22532 1.74491 1.05582
H: 0.80905 3.29846 0.62217
C: -0.55514 -2.18699 0.09279
C: 0.92270 -2.55582 0.17925
H: -0.72784 -1.28763 -0.51102
H: -1.04091 -2.88026 -0.59568
H: -0.99091 -2.12264 1.07616
H: 1.53928 -1.72525 0.51855
H: 1.07131 -3.18746 1.06874
H: 1.37111 -3.01467 -0.69470

---

Record 3
DFT (ωB97M-V with the def2-TZVPD basis set) results for a 2-piece molecular cluster, C4H12 overall in a non-equilibrium geometry.

Summary:
Orbital gap (eV): 12.08
HOMO energy (Eh): -0.4026
ΔE to the lowest compared entry with this formula, charge and spin (kJ/mol): 170.8
LUMO energy (eV): 1.1
SMILES: CC.CC
Electronic energy (eV): -4340.75852

Positions of all 16 atoms, in Å:
C: 1.70231 0.02688 1.75344
C: 1.60490 0.55185 0.32728
H: 2.25848 -0.97916 2.01314
H: 2.26230 0.67430 2.39165
H: 0.78251 0.19105 2.13570
H: 2.48881 0.25299 -0.29472
H: 1.59351 1.65089 0.42588
H: 0.75682 0.26152 -0.26473
C: -1.83761 -0.56542 -1.67565
C: -1.51886 0.03906 -0.37797
H: -2.78953 -0.66581 -2.21308
H: -1.29634 -0.20514 -2.51805
H: -1.71915 -1.66119 -1.67303
H: -2.33490 0.70553 -0.01152
H: -1.33499 -0.86658 0.34671
H: -0.61826 0.58922 -0.36504

---

Record 4
DFT (ωB97M-V with the def2-TZVPD basis set) results for a 2-piece molecular cluster, C4H12 overall in a non-equilibrium geometry.

Summary:
Orbital gap (eV): 12.39
HOMO energy (Eh): -0.4141
ΔE to the lowest compared entry with this formula, charge and spin (kJ/mol): 71.8
LUMO energy (eV): 1.1
SMILES: CC.CC
Electronic energy (eV): -4341.78388

Positions of all 16 atoms, in Å:
C: 1.03286 -1.62075 1.12816
C: 1.45627 -0.57234 2.09151
H: 1.92666 -1.98989 0.59585
H: 0.69574 -2.60162 1.46930
H: 0.25830 -1.27132 0.44367
H: 2.19554 -0.92676 2.83331
H: 1.98488 0.28055 1.65890
H: 0.71878 -0.29656 2.87015
C: -1.79705 1.68423 -1.61248
C: -0.82103 0.55642 -1.71515
H: -2.11041 2.02311 -0.60782
H: -1.44884 2.56659 -2.14580
H: -2.81657 1.38200 -1.92242
H: -0.87270 -0.26344 -0.99050
H: 0.21452 0.87340 -1.38557
H: -0.61694 0.17637 -2.71111

---

Record 5
DFT (ωB97M-V with the def2-TZVPD basis set) results for a 2-piece molecular cluster, C4H12 overall in a non-equilibrium geometry.

Summary:
Orbital gap (eV): 12.57
HOMO energy (Eh): -0.4195
ΔE to the lowest compared entry with this formula, charge and spin (kJ/mol): 43.2
LUMO energy (eV): 1.2
SMILES: CC.CC
Electronic energy (eV): -4342.08015

Positions of all 16 atoms, in Å:
C: -1.84863 0.51973 1.38281
C: -0.68025 1.23386 2.03268
H: -2.80256 0.57961 1.90816
H: -2.17906 0.99752 0.44689
H: -1.63856 -0.49529 1.04702
H: -0.61885 2.25402 1.64499
H: -0.86236 1.37027 3.10022
H: 0.30277 0.79128 1.90612
C: 0.77286 -0.82641 -1.12441
C: 1.75690 -0.92622 -2.28469
H: -0.16500 -1.34997 -1.31876
H: 1.13268 -1.37798 -0.24967
H: 0.57023 0.19562 -0.81719
H: 2.66348 -1.47862 -1.99179
H: 2.22448 0.01757 -2.56241
H: 1.37187 -1.50499 -3.11995

---

Record 6
DFT (ωB97M-V with the def2-TZVPD basis set) results for a 2-piece molecular cluster, C4H12 overall in a non-equilibrium geometry.

Summary:
Orbital gap (eV): 12.52
HOMO energy (Eh): -0.4186
ΔE to the lowest compared entry with this formula, charge and spin (kJ/mol): 67.4
LUMO energy (eV): 1.1
SMILES: CC.CC
Electronic energy (eV): -4341.83021

Positions of all 16 atoms, in Å:
C: 0.95520 1.11476 0.54755
C: 1.16924 2.44569 1.33729
H: 0.29191 0.51962 1.18974
H: 0.27274 1.31930 -0.27455
H: 1.83788 0.51305 0.37588
H: 0.56623 3.25010 0.94605
H: 0.87161 2.30589 2.37840
H: 2.23801 2.62106 1.37234
C: -0.46500 -1.58400 -1.38177
C: -1.62551 -1.98248 -0.51109
H: -0.07950 -0.59389 -1.15774
H: 0.34150 -2.28280 -1.32949
H: -0.54927 -1.63877 -2.47492
H: -2.07351 -2.92246 -0.83422
H: -2.55231 -1.42598 -0.70294
H: -1.34874 -2.05216 0.53481

---

Record 7
DFT (ωB97M-V with the def2-TZVPD basis set) results for a 2-piece molecular cluster, C4H12 overall in a non-equilibrium geometry.

Summary:
Orbital gap (spin up / spin down) (eV): 13.08 / 3.97
Total charge: +1
HOMO energy (spin up / spin down) (Eh): -0.5944 / -0.5658
Spin multiplicity: 2
ΔE to the lowest compared entry with this formula, charge and spin (kJ/mol): 37.6
LUMO energy (spin up / spin down) (eV): -3.1 / -11.4
Expectation value of S²: 0.753
Electronic energy (eV): -4330.84201

Positions of all 16 atoms, in Å:
C: 0.22045 -1.76493 -0.85790
C: 0.35419 -2.33077 0.51656
H: 0.11228 -0.65290 -0.87170
H: 1.12225 -1.98633 -1.41791
H: -0.66103 -2.11579 -1.41136
H: 1.09599 -1.74353 1.09161
H: 0.77051 -3.33724 0.49131
H: -0.54359 -2.26615 1.12371
C: -0.81882 1.61284 0.48159
C: 0.18575 2.47445 -0.12638
H: -0.43297 0.83310 1.19833
H: -1.57151 2.14339 1.06840
H: -1.24605 0.87821 -0.26576
H: -0.09208 2.92927 -1.11951
H: 1.13298 1.96068 -0.38173
H: 0.37165 3.36568 0.48073

---

Record 8
DFT (ωB97M-V with the def2-TZVPD basis set) results for a 2-piece molecular cluster, C4H12 overall in a non-equilibrium geometry.

Summary:
Orbital gap (spin up / spin down) (eV): 13.37 / 3.75
Total charge: +1
HOMO energy (spin up / spin down) (Eh): -0.5980 / -0.5549
Spin multiplicity: 2
ΔE to the lowest compared entry with this formula, charge and spin (kJ/mol): 58.2
LUMO energy (spin up / spin down) (eV): -2.9 / -11.4
Expectation value of S²: 0.753
Electronic energy (eV): -4330.62913

Positions of all 16 atoms, in Å:
C: 0.99064 0.76856 0.71314
C: 2.18836 1.65550 0.84883
H: 0.59455 0.37927 1.66970
H: 0.18393 1.32748 0.21840
H: 1.17696 -0.17017 0.15802
H: 2.88660 1.73280 0.00326
H: 2.86476 1.08602 1.52942
H: 1.92326 2.61328 1.28567
C: -1.11684 -1.00922 -1.33024
C: -2.06582 -1.33623 -0.22834
H: -1.16451 -1.64339 -2.20730
H: -1.25858 0.05622 -1.58217
H: -0.04222 -0.98920 -1.02651
H: -3.08560 -1.06403 -0.61173
H: -1.73822 -0.98831 0.73915
H: -2.33727 -2.41856 -0.17931

---

Record 9
DFT (ωB97M-V with the def2-TZVPD basis set) results for a 2-piece molecular cluster, C4H12 overall in a non-equilibrium geometry.

Summary:
Orbital gap (spin up / spin down) (eV): 10.47 / 2.79
Total charge: +1
HOMO energy (spin up / spin down) (Eh): -0.5246 / -0.5201
Spin multiplicity: 2
ΔE to the lowest compared entry with this formula, charge and spin (kJ/mol): 157.6
LUMO energy (spin up / spin down) (eV): -3.8 / -11.4
Expectation value of S²: 0.753
Electronic energy (eV): -4329.59881

Positions of all 16 atoms, in Å:
C: -2.93073 0.06196 0.24784
C: -2.60647 -1.30812 0.83422
H: -2.93321 -0.00235 -0.90972
H: -3.57508 0.69594 0.86423
H: -1.88134 0.67749 0.09897
H: -1.55957 -1.35692 1.10383
H: -3.08462 -1.35321 1.87313
H: -2.92719 -2.10465 0.06256
C: 2.24777 1.14551 -0.40737
C: 3.12459 -0.06995 -0.68083
H: 2.71160 2.03832 -0.22031
H: 1.83928 1.49659 -1.26820
H: 1.45476 1.17194 0.41611
H: 3.74846 -0.07276 -1.53265
H: 2.52644 -0.90455 -0.67065
H: 3.84531 -0.11523 0.18883

---

Record 10
DFT (ωB97M-V with the def2-TZVPD basis set) results for a 2-piece molecular cluster, C4H12 overall in a non-equilibrium geometry.

Summary:
Orbital gap (spin up / spin down) (eV): 13.25 / 4.44
Total charge: +1
HOMO energy (spin up / spin down) (Eh): -0.6002 / -0.5790
Spin multiplicity: 2
ΔE to the lowest compared entry with this formula, charge and spin (kJ/mol): 112.2
LUMO energy (spin up / spin down) (eV): -3.1 / -11.3
Expectation value of S²: 0.754
Electronic energy (eV): -4330.06953

Positions of all 16 atoms, in Å:
C: -0.89455 1.95690 0.63343
C: -0.16085 1.90293 -0.66647
H: -0.08663 2.15733 1.35345
H: -1.64412 2.68350 0.63305
H: -1.51212 1.04510 0.80950
H: 0.69064 2.55282 -0.77587
H: 0.24760 0.82663 -0.48214
H: -0.75449 1.97212 -1.57535
C: -0.16455 -1.82492 -0.00413
C: 1.26515 -1.95461 0.10662
H: -0.46357 -0.86573 -0.35363
H: -0.49654 -2.57885 -0.80303
H: -0.82616 -1.90438 0.83845
H: 1.65463 -2.57751 0.96251
H: 1.69233 -0.95677 0.15710
H: 1.45324 -2.43455 -0.83349

---

Record 11
DFT (ωB97M-V with the def2-TZVPD basis set) results for a 2-piece molecular cluster, C4H12 overall in a non-equilibrium geometry.

Summary:
Orbital gap (spin up / spin down) (eV): 11.46 / 3.56
Total charge: +1
HOMO energy (spin up / spin down) (Eh): -0.5522 / -0.5475
Spin multiplicity: 2
ΔE to the lowest compared entry with this formula, charge and spin (kJ/mol): 148.1
LUMO energy (spin up / spin down) (eV): -3.6 / -11.3
Expectation value of S²: 0.753
Electronic energy (eV): -4329.69704

Positions of all 16 atoms, in Å:
C: 0.51359 -1.19210 -1.13861
C: 0.96474 -0.83175 -2.68858
H: 0.85263 -0.44167 -0.40314
H: -0.64835 -1.08838 -0.92984
H: 0.81622 -2.27017 -1.22436
H: 0.73121 -1.69990 -3.21623
H: 1.91383 -0.45918 -2.87089
H: 0.27933 0.01033 -2.98541
C: -0.64832 0.29432 2.07846
C: -0.78236 1.76264 1.77065
H: -0.82196 -0.42015 1.25498
H: 0.29288 0.06772 2.43375
H: -1.35893 -0.11141 2.88045
H: -1.41374 2.35930 2.51806
H: -1.26284 1.78047 0.83013
H: 0.33379 2.07443 1.58098

---

Record 12
DFT (ωB97M-V with the def2-TZVPD basis set) results for a 2-piece molecular cluster, C4H12 overall in a non-equilibrium geometry.

Summary:
Orbital gap (spin up / spin down) (eV): 13.88 / 4.17
Total charge: +1
HOMO energy (spin up / spin down) (Eh): -0.6189 / -0.5666
Spin multiplicity: 2
ΔE to the lowest compared entry with this formula, charge and spin (kJ/mol): 116.5
LUMO energy (spin up / spin down) (eV): -3.0 / -11.2
Expectation value of S²: 0.755
Electronic energy (eV): -4330.02483

Positions of all 16 atoms, in Å:
C: 0.09765 1.99856 -0.44674
C: -0.78742 2.59810 0.58402
H: -0.40964 2.04055 -1.50377
H: 1.09692 2.64610 -0.69167
H: 0.45425 1.00812 -0.24684
H: -0.81130 2.08355 1.55909
H: -0.42923 3.65413 0.59828
H: -1.81324 2.49058 0.38343
C: -0.14914 -2.92710 -0.02480
C: 0.78153 -1.72658 -0.05909
H: -0.31564 -3.34604 -1.07354
H: 0.31612 -3.69931 0.57710
H: -1.06979 -2.75936 0.48026
H: 1.70921 -2.05989 -0.44056
H: 1.01005 -1.30955 0.88077
H: 0.31968 -0.69186 -0.57596

---

> What is the electronic energy in the eleventh record?

-4329.69704 eV

---

> Look up the ΔE to the lowest compared entry with this formula, charge and spin of the ninth one.

157.6 kJ/mol

---

What did the seventh record say?
DFT (ωB97M-V with the def2-TZVPD basis set) results for a 2-piece molecular cluster, C4H12 overall in a non-equilibrium geometry.

Summary:
Orbital gap (spin up / spin down) (eV): 13.08 / 3.97
Total charge: +1
HOMO energy (spin up / spin down) (Eh): -0.5944 / -0.5658
Spin multiplicity: 2
ΔE to the lowest compared entry with this formula, charge and spin (kJ/mol): 37.6
LUMO energy (spin up / spin down) (eV): -3.1 / -11.4
Expectation value of S²: 0.753
Electronic energy (eV): -4330.84201

Positions of all 16 atoms, in Å:
C: 0.22045 -1.76493 -0.85790
C: 0.35419 -2.33077 0.51656
H: 0.11228 -0.65290 -0.87170
H: 1.12225 -1.98633 -1.41791
H: -0.66103 -2.11579 -1.41136
H: 1.09599 -1.74353 1.09161
H: 0.77051 -3.33724 0.49131
H: -0.54359 -2.26615 1.12371
C: -0.81882 1.61284 0.48159
C: 0.18575 2.47445 -0.12638
H: -0.43297 0.83310 1.19833
H: -1.57151 2.14339 1.06840
H: -1.24605 0.87821 -0.26576
H: -0.09208 2.92927 -1.11951
H: 1.13298 1.96068 -0.38173
H: 0.37165 3.36568 0.48073